[1]
{
  "formula": "C49H107O41P3S",
  "method": "the ωB97M-V functional and the def2-TZVPD basis",
  "total_charge": 0,
  "spin_multiplicity": 1,
  "gap_ev": 10.5,
  "symbols": ["C", "C", "C", "S", "O", "O", "C", "H", "H", "H", "H", "H", "H", "H", "H", "C", "O", "C", "O", "O", "C", "H", "H", "H", "H", "H", "H", "C", "O", "C", "O", "O", "C", "H", "H", "H", "H", "H", "H", "C", "O", "C", "O", "O", "C", "H", "H", "H", "H", "H", "H", "C", "O", "C", "O", "O", "C", "H", "H", "H", "H", "H", "H", "C", "O", "C", "O", "O", "C", "H", "H", "H", "H", "H", "H", "C", "O", "C", "O", "O", "C", "H", "H", "H", "H", "H", "H", "C", "O", "C", "O", "O", "C", "H", "H", "H", "H", "H", "H", "C", "O", "C", "O", "O", "C", "H", "H", "H", "H", "H", "H", "C", "O", "C", "O", "O", "C", "H", "H", "H", "H", "H", "H", "C", "C", "O", "P", "O", "O", "C", "C", "O", "C", "C", "H", "H", "H", "H", "H", "H", "H", "H", "H", "H", "H", "H", "H", "H", "H", "C", "C", "O", "P", "O", "O", "C", "C", "O", "C", "C", "H", "H", "H", "H", "H", "H", "H", "H", "H", "H", "H", "H", "H", "H", "H", "C", "C", "O", "P", "O", "O", "C", "C", "O", "C", "C", "H", "H", "H", "H", "H", "H", "H", "H", "H", "H", "H", "H", "H", "H", "H"],
  "coordinates": [[1.68, 5.91, 3.82], [0.70, 7.10, 3.90], [0.23, 7.47, 5.33], [1.63, 6.84, 6.34], [1.25, 5.78, 7.27], [2.40, 7.94, 6.90], [2.62, 6.10, 5.00], [2.22, 5.95, 2.88], [1.19, 4.94, 3.88], [-0.22, 6.96, 3.33], [1.18, 7.98, 3.47], [-0.62, 6.87, 5.67], [0.00, 8.51, 5.53], [3.19, 5.36, 5.56], [3.34, 6.88, 4.71], [-5.57, 10.21, -1.30], [-4.84, 9.14, -1.92], [-4.40, 8.17, -1.16], [-4.49, 8.05, 0.03], [-3.71, 7.32, -1.98], [-3.03, 6.27, -1.29], [-5.99, 9.96, -0.32], [-6.32, 10.47, -2.03], [-4.87, 10.99, -1.00], [-2.41, 6.54, -0.44], [-2.37, 5.87, -2.07], [-3.67, 5.44, -1.01], [10.44, 3.75, 2.17], [9.54, 4.62, 1.49], [8.34, 4.18, 1.18], [7.80, 3.20, 1.64], [7.74, 5.06, 0.41], [6.40, 4.94, 0.03], [10.38, 2.77, 1.70], [10.15, 3.63, 3.21], [11.46, 4.11, 2.16], [6.02, 5.81, -0.50], [5.86, 4.77, 0.97], [6.26, 4.19, -0.75], [3.17, -1.14, -1.04], [3.91, -2.22, -1.63], [3.27, -3.30, -2.04], [2.11, -3.58, -1.91], [4.23, -4.12, -2.50], [3.95, -5.48, -2.76], [3.02, -0.25, -1.65], [3.86, -0.85, -0.25], [2.24, -1.42, -0.55], [4.83, -6.02, -3.11], [3.21, -5.46, -3.56], [3.53, -5.93, -1.85], [-1.80, 3.65, 3.66], [-2.77, 4.50, 4.25], [-3.09, 5.64, 3.64], [-2.57, 6.06, 2.64], [-3.95, 6.32, 4.40], [-4.53, 7.46, 3.74], [-2.13, 3.22, 2.71], [-1.46, 2.89, 4.35], [-0.95, 4.30, 3.47], [-4.73, 7.32, 2.67], [-3.67, 8.14, 3.71], [-5.47, 7.74, 4.18], [0.99, 2.66, 6.86], [1.08, 1.90, 5.66], [1.10, 0.57, 5.78], [0.95, -0.09, 6.77], [1.06, 0.10, 4.54], [1.01, -1.30, 4.29], [0.81, 2.08, 7.77], [0.19, 3.39, 6.80], [1.97, 3.10, 7.04], [0.98, -1.86, 5.21], [1.88, -1.53, 3.67], [0.18, -1.49, 3.61], [2.03, 0.23, -7.17], [1.58, -0.45, -6.01], [0.37, -0.23, -5.55], [-0.46, 0.53, -6.02], [0.23, -0.97, -4.46], [-0.91, -0.86, -3.64], [2.28, 1.26, -6.91], [1.35, 0.35, -8.01], [2.95, -0.25, -7.47], [-1.49, -1.74, -3.37], [-1.58, -0.06, -3.97], [-0.54, -0.48, -2.68], [-5.09, 3.66, -3.34], [-4.34, 4.01, -4.49], [-4.66, 3.53, -5.68], [-5.62, 2.85, -5.93], [-3.68, 3.88, -6.51], [-3.63, 3.34, -7.81], [-4.58, 2.79, -2.92], [-6.12, 3.36, -3.54], [-5.19, 4.38, -2.54], [-3.87, 2.28, -7.77], [-2.57, 3.32, -8.09], [-4.06, 3.97, -8.59], [-4.14, 0.88, 1.53], [-4.88, 0.15, 0.55], [-5.73, 0.78, -0.21], [-5.67, 1.97, -0.46], [-6.65, -0.07, -0.65], [-7.72, 0.46, -1.41], [-3.81, 0.17, 2.28], [-4.84, 1.60, 1.97], [-3.41, 1.56, 1.10], [-8.57, 0.77, -0.80], [-8.16, -0.35, -1.99], [-7.38, 1.22, -2.11], [5.23, -0.94, -5.05], [5.37, -0.17, -3.86], [4.57, 0.89, -3.78], [3.80, 1.28, -4.61], [4.61, 1.32, -2.51], [3.77, 2.43, -2.19], [4.32, -1.53, -4.91], [5.98, -1.72, -5.14], [5.24, -0.39, -5.99], [4.35, 3.26, -1.80], [3.10, 2.07, -1.40], [3.07, 2.69, -2.98], [-2.23, -5.64, -0.81], [-2.98, -6.53, -1.82], [-2.06, -6.57, -2.92], [-1.54, -7.92, -3.59], [-0.36, -8.49, -2.89], [-2.80, -8.94, -3.72], [-2.59, -10.34, -3.82], [-2.44, -10.78, -5.27], [-1.31, -7.51, -5.12], [-0.12, -6.88, -5.55], [0.62, -5.96, -4.56], [-1.33, -6.17, -0.49], [-1.89, -4.72, -1.30], [-2.90, -5.22, -0.06], [-3.14, -7.55, -1.46], [-3.91, -6.02, -2.06], [-1.77, -10.66, -3.18], [-3.46, -10.87, -3.40], [-1.84, -10.11, -5.90], [-2.03, -11.78, -5.37], [-3.38, -10.63, -5.81], [0.62, -7.58, -5.95], [-0.45, -6.30, -6.42], [-0.06, -5.27, -4.06], [1.10, -6.62, -3.84], [1.44, -5.37, -4.96], [-1.00, -2.16, 0.37], [-0.79, -0.81, 1.07], [0.45, -0.23, 0.67], [0.60, 1.35, 0.93], [-0.16, 1.86, 2.07], [2.18, 1.54, 1.10], [2.62, 2.47, 2.11], [4.12, 2.19, 2.42], [0.24, 2.03, -0.47], [-0.86, 2.89, -0.78], [-1.68, 2.11, -1.81], [-0.76, -1.89, -0.66], [-0.38, -3.00, 0.66], [-2.06, -2.37, 0.52], [-1.59, -0.13, 0.74], [-0.95, -0.90, 2.14], [2.51, 3.54, 1.93], [2.08, 2.28, 3.03], [4.35, 2.67, 3.36], [4.31, 1.14, 2.26], [4.60, 2.75, 1.61], [-1.47, 3.35, 0.00], [-0.45, 3.76, -1.30], [-2.18, 2.72, -2.57], [-1.07, 1.55, -2.53], [-2.23, 1.37, -1.24], [2.53, -7.22, 0.87], [1.52, -6.18, 1.31], [1.87, -5.54, 2.52], [1.11, -5.65, 3.91], [1.14, -4.52, 4.85], [1.68, -7.04, 4.50], [1.42, -7.36, 5.88], [0.59, -8.62, 5.94], [-0.38, -6.00, 3.43], [-1.46, -5.11, 3.69], [-2.77, -5.92, 3.76], [3.43, -6.82, 0.41], [2.92, -7.76, 1.75], [2.04, -8.00, 0.29], [1.47, -5.43, 0.50], [0.48, -6.51, 1.26], [2.31, -7.46, 6.50], [0.98, -6.49, 6.37], [1.08, -9.59, 5.97], [-0.04, -8.54, 6.84], [-0.22, -8.60, 5.20], [-1.37, -4.48, 4.57], [-1.51, -4.47, 2.80], [-2.78, -6.58, 4.63], [-3.66, -5.31, 3.62], [-2.76, -6.53, 2.85]],
  "mulliken_charge": [0.466, -0.797, -0.666, 1.110, -0.598, -0.718, -0.913, 0.432, -0.502, 0.196, 0.448, 0.262, 0.459, 0.455, 0.371, -0.679, -0.340, 0.796, -0.586, -0.335, -0.542, 0.336, 0.244, 0.282, 0.360, 0.261, 0.191, -0.620, -0.337, 0.773, -0.555, -0.348, -0.412, 0.304, 0.279, 0.227, 0.339, 0.206, 0.143, 0.091, -0.409, 0.824, -0.495, -0.413, -0.014, -0.263, 0.158, 0.222, 0.286, -0.070, 0.015, 0.262, -0.437, 0.724, -0.447, -0.411, -0.525, 0.012, 0.165, -0.084, 0.185, 0.248, 0.278, -0.736, -0.128, 0.571, -0.627, -0.157, -0.504, 0.396, 0.206, 0.232, 0.679, 0.219, -0.208, -0.771, -0.125, 0.636, -0.657, -0.177, -0.115, 0.289, 0.370, 0.228, 0.274, 0.434, -0.366, -0.734, -0.187, 0.699, -0.569, -0.314, -0.670, 0.246, 0.455, 0.211, 0.335, 0.250, 0.276, -0.732, -0.315, 0.850, -0.582, -0.369, -0.528, 0.329, 0.494, 0.131, 0.291, 0.250, 0.173, -0.595, -0.328, 0.856, -0.580, -0.271, -0.308, 0.196, 0.309, 0.280, 0.074, 0.080, 0.326, -0.622, -0.481, -0.160, 0.875, -0.726, -0.318, -0.307, -0.977, -0.317, -0.523, -1.065, 0.117, 0.064, 0.473, 0.390, 0.276, 0.321, 0.317, 0.235, 0.338, 0.293, 0.256, 0.359, 0.253, 0.298, 0.592, -0.780, 0.129, 0.852, 0.075, -0.354, 0.004, 0.316, -1.429, -0.178, -0.339, -0.298, -0.303, 0.131, 0.504, -0.222, 0.077, 0.362, -0.084, 0.381, 0.342, 0.189, 0.132, 0.388, 0.343, -0.298, 0.186, -1.382, 0.408, -0.288, 0.804, -0.649, -0.361, -0.319, -1.117, -0.269, 0.224, -1.305, 0.235, 0.382, 0.367, 0.199, 0.124, 0.378, 0.292, 0.311, 0.364, 0.281, 0.387, -0.039, 0.333, 0.390, 0.267]
}

=====

[2]
{
  "formula": "C49H115N3O11",
  "method": "the ωB97M-V functional and the def2-TZVPD basis",
  "total_charge": -2,
  "spin_multiplicity": 1,
  "gap_ev": 2.9,
  "symbols": ["C", "C", "O", "H", "H", "H", "H", "H", "C", "C", "O", "H", "H", "H", "H", "H", "C", "C", "C", "C", "C", "C", "N", "O", "C", "C", "C", "H", "H", "H", "H", "H", "H", "H", "H", "H", "H", "H", "H", "H", "H", "H", "H", "H", "H", "H", "C", "C", "C", "C", "C", "C", "N", "O", "C", "C", "C", "H", "H", "H", "H", "H", "H", "H", "H", "H", "H", "H", "H", "H", "H", "H", "H", "H", "H", "H", "C", "C", "C", "C", "C", "C", "N", "O", "C", "C", "C", "H", "H", "H", "H", "H", "H", "H", "H", "H", "H", "H", "H", "H", "H", "H", "H", "H", "H", "H", "C", "C", "C", "O", "H", "H", "H", "H", "H", "H", "H", "H", "C", "C", "C", "O", "H", "H", "H", "H", "H", "H", "H", "H", "C", "C", "C", "O", "H", "H", "H", "H", "H", "H", "H", "H", "C", "C", "C", "O", "H", "H", "H", "H", "H", "H", "H", "H", "C", "C", "C", "O", "H", "H", "H", "H", "H", "H", "H", "H", "C", "C", "C", "O", "H", "H", "H", "H", "H", "H", "H", "H"],
  "coordinates": [[-0.42, 1.13, 1.58], [-0.74, 1.09, 3.11], [-0.81, 2.30, 3.87], [0.42, 1.81, 1.44], [-1.24, 1.55, 0.99], [-0.01, 0.23, 1.12], [-0.07, 0.35, 3.54], [-1.74, 0.65, 3.15], [5.20, 8.60, -1.52], [4.50, 7.80, -0.48], [5.04, 7.70, 0.79], [6.26, 8.35, -1.67], [5.07, 9.67, -1.38], [4.73, 8.41, -2.49], [4.44, 6.79, -0.88], [3.43, 8.01, -0.49], [-8.53, 1.71, -8.81], [-7.38, 1.16, -7.84], [-6.72, 2.47, -7.32], [-5.87, 2.18, -6.04], [-6.76, 1.58, -4.89], [-7.46, 0.28, -5.38], [-8.07, 0.45, -6.71], [-8.74, -0.68, -7.12], [-6.35, -0.83, -5.48], [-8.57, -0.05, -4.31], [-6.37, 0.22, -8.69], [-9.16, 0.90, -9.16], [-8.12, 2.25, -9.67], [-9.16, 2.33, -8.18], [-5.90, 2.83, -7.95], [-7.29, 3.39, -7.22], [-5.40, 3.11, -5.70], [-4.99, 1.57, -6.26], [-7.48, 2.23, -4.40], [-6.06, 1.34, -4.09], [-5.45, -0.46, -5.98], [-6.11, -1.21, -4.49], [-6.72, -1.72, -5.98], [-8.16, -0.01, -3.30], [-9.42, 0.63, -4.25], [-8.96, -1.06, -4.48], [-6.96, -0.48, -9.28], [-5.62, -0.27, -8.08], [-5.87, 0.86, -9.41], [-9.64, -0.34, -7.16], [6.86, 2.23, -6.68], [6.03, 0.96, -7.14], [5.49, 0.19, -5.89], [4.22, 0.80, -5.27], [3.19, 1.01, -6.29], [3.67, 1.86, -7.47], [4.92, 1.36, -8.04], [5.40, 2.06, -9.17], [2.58, 1.79, -8.54], [3.71, 3.32, -6.92], [6.95, -0.01, -7.89], [7.05, 2.95, -7.48], [7.87, 1.97, -6.35], [6.38, 2.73, -5.83], [5.28, -0.88, -6.04], [6.27, 0.17, -5.13], [4.52, 1.72, -4.76], [3.80, 0.11, -4.53], [2.33, 1.46, -5.80], [2.88, 0.00, -6.58], [2.68, 0.84, -9.06], [1.64, 1.75, -7.98], [2.62, 2.61, -9.26], [2.86, 3.57, -6.29], [4.58, 3.48, -6.28], [3.86, 4.03, -7.74], [7.74, -0.28, -7.19], [7.51, 0.34, -8.76], [6.50, -0.94, -8.26], [5.44, 2.93, -8.77], [1.23, -7.89, -0.25], [2.67, -8.24, 0.31], [2.46, -8.62, 1.80], [1.99, -10.03, 2.08], [2.98, -10.97, 1.38], [3.02, -10.76, -0.15], [3.32, -9.31, -0.39], [3.47, -8.99, -1.74], [4.11, -11.66, -0.70], [1.69, -11.27, -0.79], [3.53, -7.00, 0.40], [1.27, -7.58, -1.29], [0.96, -6.89, 0.07], [0.40, -8.59, -0.18], [3.32, -8.32, 2.39], [1.71, -7.96, 2.24], [0.99, -10.04, 1.64], [1.90, -10.25, 3.14], [2.79, -12.00, 1.67], [3.96, -10.67, 1.74], [4.26, -11.56, -1.77], [5.10, -11.38, -0.33], [3.89, -12.63, -0.26], [0.88, -10.74, -0.28], [1.49, -11.11, -1.85], [1.51, -12.34, -0.67], [3.21, -6.12, 0.95], [3.69, -6.58, -0.60], [4.51, -7.25, 0.81], [4.40, -8.76, -1.85], [-3.42, 8.40, 0.86], [-3.14, 9.52, 1.87], [-4.33, 10.32, 2.29], [-2.95, 8.83, 3.07], [-3.98, 7.60, 1.34], [-2.49, 7.94, 0.51], [-4.05, 8.77, 0.06], [-2.22, 10.09, 1.73], [-5.17, 9.75, 2.70], [-4.69, 10.82, 1.39], [-4.13, 11.13, 2.99], [-3.77, 8.33, 3.16], [-8.72, 4.61, 6.42], [-7.61, 3.93, 5.74], [-7.77, 3.79, 4.23], [-6.45, 4.64, 5.98], [-8.90, 5.54, 5.88], [-8.53, 4.86, 7.46], [-9.61, 3.98, 6.36], [-7.44, 2.93, 6.13], [-8.77, 3.37, 4.06], [-7.10, 3.04, 3.83], [-7.62, 4.74, 3.72], [-5.71, 4.19, 5.56], [-2.97, 1.17, 10.85], [-1.64, 1.27, 11.37], [-1.05, -0.13, 11.58], [-0.84, 2.09, 10.52], [-3.59, 2.06, 10.93], [-3.50, 0.34, 11.33], [-2.97, 0.84, 9.81], [-1.75, 1.79, 12.32], [-1.61, -0.79, 12.25], [-0.03, -0.19, 11.94], [-1.11, -0.68, 10.65], [-1.05, 1.79, 9.64], [8.35, 0.63, 1.41], [9.36, 1.68, 1.73], [9.77, 2.48, 0.53], [8.85, 2.53, 2.71], [8.45, -0.18, 2.14], [8.52, 0.18, 0.43], [7.38, 1.13, 1.44], [10.26, 1.16, 2.04], [9.15, 3.35, 0.33], [9.76, 1.84, -0.35], [10.79, 2.79, 0.74], [8.33, 3.23, 2.29], [-5.58, -6.23, 5.11], [-5.20, -4.88, 4.47], [-5.78, -4.73, 3.08], [-5.71, -3.78, 5.22], [-5.22, -7.19, 4.73], [-6.65, -6.42, 5.04], [-5.40, -6.10, 6.18], [-4.13, -4.69, 4.42], [-5.33, -5.35, 2.32], [-5.81, -3.69, 2.76], [-6.83, -5.05, 3.10], [-5.25, -2.98, 4.95], [5.71, -0.03, 8.29], [5.97, 1.37, 8.81], [7.38, 1.56, 9.28], [5.68, 2.23, 7.72], [4.66, -0.18, 8.06], [5.95, -0.79, 9.04], [6.27, -0.29, 7.39], [5.25, 1.66, 9.56], [7.66, 0.79, 9.99], [7.44, 2.50, 9.83], [8.18, 1.49, 8.54], [6.18, 1.86, 6.99]],
  "mulliken_charge": [-0.977, -0.259, -0.894, 0.268, 0.245, 0.323, 0.188, 0.111, -0.911, -0.402, -0.887, 0.275, 0.263, 0.295, 0.162, 0.207, -1.849, 1.234, -0.951, -0.866, -1.098, 1.382, 0.371, -0.493, -1.711, -1.914, -1.511, 0.404, 0.377, 0.452, 0.385, 0.360, 0.432, 0.352, 0.406, 0.429, 0.311, 0.454, 0.364, 0.412, 0.430, 0.413, 0.345, 0.306, 0.414, 0.360, -1.681, 1.679, -1.253, -0.756, -1.159, 1.458, 0.080, -0.426, -1.843, -1.609, -1.932, 0.346, 0.407, 0.377, 0.436, 0.413, 0.348, 0.376, 0.500, 0.350, 0.468, 0.382, 0.308, 0.382, 0.318, 0.455, 0.417, 0.368, 0.412, 0.381, -1.689, 1.694, -1.354, -0.698, -1.130, 1.421, 0.345, -0.504, -1.962, -1.535, -2.096, 0.401, 0.481, 0.274, 0.492, 0.421, 0.315, 0.367, 0.471, 0.381, 0.384, 0.434, 0.407, 0.312, 0.326, 0.394, 0.391, 0.448, 0.463, 0.345, -1.032, 0.178, -1.145, -0.535, 0.277, 0.320, 0.299, 0.338, 0.304, 0.322, 0.334, 0.341, -1.319, 0.610, -1.296, -0.586, 0.318, 0.337, 0.354, 0.192, 0.316, 0.404, 0.325, 0.343, -1.292, 0.496, -1.264, -0.537, 0.310, 0.312, 0.384, 0.217, 0.371, 0.330, 0.299, 0.373, -1.188, 0.485, -1.249, -0.548, 0.305, 0.340, 0.286, 0.229, 0.392, 0.289, 0.303, 0.356, -1.290, 0.507, -1.204, -0.583, 0.365, 0.326, 0.300, 0.278, 0.332, 0.343, 0.286, 0.339, -1.240, 0.394, -1.205, -0.520, 0.349, 0.328, 0.344, 0.261, 0.329, 0.318, 0.303, 0.339]
}